1.
Here is a structure of composition C22H29Cl2CrN7O2S from the Open Molecules 2025 dataset. Energies are from wB97M-V/def2-TZVPD.

Results
net charge = +1
expectation value of S² = 0.761
2S+1 = 2
lowest unoccupied orbital energy (spin up / spin down) = -3.3 / -3.3 eV

Geometry as XYZ:
```
64
Properties=species:S:1:pos:R:3:forces:R:3:mulliken_charge:R:1
Cr 0.221821 0.677316 0.165398 0.5 0.0 -0.2 -0.451
N 4.175460 -0.446542 1.552139 0.0 -0.1 -0.1 -0.435
C 2.932884 -0.407547 1.050514 0.1 -0.1 -0.1 0.810
S 1.722704 0.466560 1.919975 -0.1 -0.1 0.1 -0.486
N 2.709597 -1.097006 -0.052272 0.1 0.0 0.1 -1.404
N 1.427959 -0.956182 -0.462011 -0.2 0.2 -0.1 1.405
C 0.969489 -1.775946 -1.343802 0.0 -0.1 0.0 0.279
C 1.736739 -2.908114 -1.912854 0.0 0.0 0.0 -0.944
C 2.823105 -2.663447 -2.747115 0.0 0.0 0.0 -0.064
C 3.527196 -3.721608 -3.298617 0.0 0.0 0.0 -0.846
C 3.156824 -5.028578 -3.011795 0.0 0.0 0.0 -0.443
C 2.081612 -5.276729 -2.171102 0.0 0.0 0.0 -0.791
C 1.368863 -4.218720 -1.625358 0.0 0.0 0.0 -0.004
C -0.399708 -1.487325 -1.777763 0.0 0.1 0.0 0.740
C -1.111700 -2.282773 -2.664291 0.0 0.0 0.0 -0.669
C -2.385460 -1.893723 -3.045796 0.0 0.0 0.0 -0.900
C -2.918790 -0.723281 -2.532520 0.0 0.0 0.0 -0.756
C -2.156545 0.019759 -1.651347 0.0 0.0 0.0 -0.449
N -0.918970 -0.336636 -1.289840 0.0 0.0 0.1 1.111
H 4.390991 0.008794 2.419588 0.0 0.0 0.0 0.234
H 4.836877 -1.087484 1.146087 0.0 0.0 0.0 0.246
H 3.125239 -1.641796 -2.944031 0.0 0.0 0.0 0.487
H 4.372047 -3.529284 -3.947228 0.0 0.0 0.0 0.410
H 3.710610 -5.853703 -3.440190 0.0 0.0 0.0 0.407
H 1.797152 -6.293965 -1.936478 0.0 0.0 0.0 0.407
H 0.533151 -4.412807 -0.961940 0.0 0.0 0.0 0.505
H -0.665203 -3.188501 -3.049582 0.0 0.0 0.0 0.585
H -2.953283 -2.501559 -3.738035 0.0 0.0 0.0 0.447
H -3.910293 -0.384249 -2.797104 0.0 0.0 0.0 0.513
H -2.524590 0.937552 -1.215238 0.0 0.0 0.0 0.198
C -2.548406 3.436874 -0.437687 0.0 0.0 0.0 -1.801
C -1.403830 3.278247 0.553632 0.1 -0.1 0.2 1.575
C -1.885794 3.512493 1.981742 0.0 0.1 0.0 -1.618
C -0.273898 4.236306 0.216680 0.0 0.0 0.0 -1.744
O -0.965575 1.911534 0.508360 -0.3 0.1 -0.3 0.063
H -2.925926 4.459924 -0.410227 0.0 0.0 0.0 0.468
H -3.380301 2.769912 -0.196326 0.0 0.0 0.0 0.321
H -2.206182 3.238338 -1.456658 0.0 0.0 0.0 0.380
H -2.230361 4.540289 2.106130 0.0 0.0 0.0 0.431
H -1.071861 3.334593 2.685532 0.0 0.0 0.0 0.362
H -2.715878 2.846832 2.227660 0.0 0.0 0.0 0.358
H -0.629336 5.264050 0.309003 0.0 0.0 0.0 0.552
H 0.066692 4.087662 -0.809915 0.0 0.0 0.0 0.277
H 0.565637 4.095091 0.893756 0.0 0.0 0.0 0.320
C 3.468101 2.295134 -4.099293 0.0 0.0 0.0 -1.097
N 2.955244 2.259142 -2.746398 0.0 0.0 0.0 0.057
C 3.607404 2.863600 -1.608228 0.0 0.1 0.0 -0.445
C 2.592028 2.612021 -0.501176 0.1 -0.1 0.0 -0.316
O 2.682423 3.045434 0.611592 0.0 0.0 0.0 -0.557
N 1.568930 1.799351 -1.018880 -0.1 0.0 -0.1 1.315
C 1.824857 1.679017 -2.333587 0.1 0.0 0.1 0.152
N 1.021247 1.048378 -3.187053 -0.1 0.0 0.0 -0.219
H 4.104336 3.170353 -4.208014 0.0 0.0 0.0 0.346
H 2.654486 2.400509 -4.817886 0.0 0.0 0.0 0.408
H 4.054603 1.406043 -4.338849 0.0 0.0 0.0 0.304
H 3.761836 3.934070 -1.745360 0.0 0.0 0.0 0.394
H 4.559995 2.388571 -1.364939 0.0 0.0 0.0 0.302
H 0.138857 0.704802 -2.854301 -0.1 0.0 0.0 -0.108
H 1.259288 0.942620 -4.155520 0.0 0.0 0.0 0.228
Cl -1.179047 -0.948201 1.753362 -0.1 0.0 0.1 -0.065
C -2.864483 -0.363377 1.767641 0.1 0.0 0.0 0.549
Cl -3.946473 -1.416973 0.862457 0.0 0.0 0.0 -0.148
H -2.844291 0.623282 1.319994 0.0 0.0 0.0 -0.648
H -3.178229 -0.336589 2.802865 0.0 0.0 0.0 0.462
```
Forces are in eV/Å.

2.
Here is a structure of composition C7H17N3O3Sn from the Open Molecules 2025 dataset. Energies are from wB97M-V/def2-TZVPD.

Results
net charge = +2
2S+1 = 1
lowest unoccupied orbital energy = -9.4 eV

Geometry as XYZ:
```
31
Properties=species:S:1:pos:R:3:forces:R:3:mulliken_charge:R:1
Sn 0.006125 -0.228030 -2.055148 0.7 0.3 2.7 1.543
C 5.013860 0.149962 -1.846024 0.5 -0.3 0.3 -1.091
C 3.761965 0.454471 -1.084769 0.0 0.5 -1.0 0.619
O 2.679659 -0.066670 -1.457076 -1.7 -0.5 0.0 -0.571
N 3.829751 1.354386 -0.115851 0.1 -0.5 0.9 -0.085
C 2.823952 1.509320 0.920751 -1.1 1.4 -0.8 -0.818
H 5.470324 -0.782506 -1.501255 -0.3 0.0 0.3 0.297
H 5.768913 0.911700 -1.657110 0.0 0.1 -0.3 0.329
H 4.830005 -0.024966 -2.901769 -0.1 0.4 0.0 0.322
H 4.688636 1.851787 0.056524 0.2 -0.3 -0.2 0.247
H 2.222011 0.618145 1.053856 0.4 -0.2 0.3 0.190
H 2.111852 2.278521 0.593709 -0.1 -0.1 -0.1 0.287
H 3.231268 1.956374 1.822524 0.4 -0.6 0.1 0.378
O -2.272759 -1.407768 -0.935365 1.0 0.6 -0.8 -0.567
C -3.361940 -1.997849 -1.097432 -0.9 -0.5 0.3 0.722
N -3.541596 -2.948707 -2.009861 1.0 0.7 -0.1 -0.394
C -4.533024 -1.720444 -0.203769 -0.2 -0.4 0.8 -0.987
H -2.739116 -3.102243 -2.601927 -0.3 -0.4 -0.2 0.187
H -4.430233 -3.359797 -2.239780 0.0 0.0 0.1 0.230
H -4.947353 -0.723765 -0.343171 0.0 0.0 -0.2 0.277
H -4.256061 -1.830240 0.847560 0.4 0.3 -0.1 0.284
H -5.311689 -2.478183 -0.285180 -0.1 0.2 -0.5 0.354
O -0.164024 0.820250 0.400963 -0.1 -0.7 -1.6 -0.450
C -0.995378 0.911831 1.332036 -0.4 0.3 0.8 0.672
N -2.298517 0.667792 1.204153 0.2 0.6 -0.7 -0.331
C -0.539867 1.336196 2.704387 -0.7 -0.7 0.2 -1.095
H -2.937560 0.933175 1.936396 0.1 -0.1 0.1 0.242
H -2.673903 0.661428 0.267588 -0.1 -0.4 0.1 0.177
H -1.304677 1.095415 3.446038 0.0 -0.1 -0.1 0.408
H -0.459249 2.419611 2.774787 0.6 0.0 -0.3 0.307
H 0.328625 0.740804 2.974214 0.4 0.6 0.0 0.315
```
Forces are in eV/Å.

Respective DFT total energy values: -3752.4394, -880.6815 a.u..